Computed, not measured: a cluster of 17 separate species, C68H103N17 in total at a distorted geometry, with ωB97M-V/def2-TZVPD.

orbital gap: 7.53 eV
multiplicity: 1
largest force on an atom: 6.6 eV/A
lowest unoccupied orbital energy: 0.0048 hartree
total energy: -97510.36617 eV

Bonds (Å) are listed after each position.
CARTESIAN COORDINATES (ANGSTROEM)
1 C -3.44315 -1.21141 4.68449  C2 1.500, H6 1.090, H7 1.090, H8 1.090
2 C -3.14860 0.25183 4.53995  C1 1.500, C3 1.534, H9 1.090, H10 1.090
3 C -2.86675 0.66969 3.09096  C2 1.534, C4 1.473, H11 1.090, H12 1.090
4 C -3.75609 0.11133 2.05762  C3 1.473, N5 1.129
5 N -4.44466 -0.18592 1.21375  C4 1.129
6 H -2.47789 -1.68677 4.51010  C1 1.090
7 H -4.18580 -1.59304 3.98384  C1 1.090
8 H -3.74772 -1.49726 5.69128  C1 1.090
9 H -2.36050 0.63055 5.19078  C2 1.090
10 H -4.06965 0.70744 4.90351  C2 1.090
11 H -1.85822 0.39432 2.78250  C3 1.090
12 H -2.89824 1.75586 3.00529  C3 1.090
13 C -1.49108 -0.98194 -0.99843  C14 1.583, H18 1.090, H19 1.090, H20 1.090
14 C 0.07525 -0.76889 -1.07908  C13 1.583, C15 1.546, H21 1.090, H22 1.090
15 C 0.78499 -1.56428 0.04069  C14 1.546, C16 1.479, H23 1.090, H24 1.090
16 C 0.77456 -0.76606 1.28552  C15 1.479, N17 1.143
17 N 0.80527 -0.11667 2.22579  C16 1.143
18 H -2.01027 -0.72577 -1.92197  C13 1.090
19 H -1.88583 -0.37880 -0.18082  C13 1.090
20 H -1.77674 -2.02402 -0.85500  C13 1.090
21 H 0.40816 0.26782 -1.12917  C14 1.090
22 H 0.33847 -1.31665 -1.98394  C14 1.090
23 H 1.83479 -1.75434 -0.18270  C15 1.090
24 H 0.51873 -2.59940 0.25452  C15 1.090
25 C 3.88245 -7.74610 -2.31050  C26 1.511, H30 1.090, H31 1.090, H32 1.090
26 C 3.36246 -7.28280 -0.96990  C25 1.511, C27 1.520, H33 1.090, H34 1.090
27 C 4.14631 -6.18335 -0.27086  C26 1.520, C28 1.482, H35 1.090, H36 1.090
28 C 5.51756 -6.71827 -0.09621  C27 1.482, N29 1.155
29 N 6.59277 -7.12984 -0.00943  C28 1.155
30 H 3.26393 -8.49393 -2.80677  C25 1.090
31 H 4.94138 -7.98749 -2.21825  C25 1.090
32 H 3.81546 -6.88297 -2.97278  C25 1.090
33 H 3.50587 -8.19298 -0.38757  C26 1.090
34 H 2.32563 -6.94836 -0.93480  C26 1.090
35 H 3.66522 -6.02343 0.69407  C27 1.090
36 H 4.37863 -5.32505 -0.90130  C27 1.090
37 C 4.71286 0.25538 4.62812  C38 1.535, H42 1.090, H43 1.090, H44 1.090
38 C 5.44362 1.26414 5.52580  C37 1.535, C39 1.566, H45 1.090, H46 1.090
39 C 4.67247 2.60366 5.77556  C38 1.566, C40 1.422, H47 1.090, H48 1.090
40 C 4.26473 3.20520 4.55295  C39 1.422, N41 1.162
41 N 3.97637 3.70473 3.54457  C40 1.162
42 H 5.48003 -0.39645 4.21017  C37 1.090
43 H 4.13772 0.74801 3.84414  C37 1.090
44 H 4.04472 -0.43579 5.14189  C37 1.090
45 H 6.34996 1.44648 4.94840  C38 1.090
46 H 5.71947 0.89381 6.51316  C38 1.090
47 H 5.20068 3.28260 6.44499  C39 1.090
48 H 3.68214 2.49089 6.21672  C39 1.090
49 C 0.37005 6.39884 5.89579  C50 1.578, H54 1.090, H55 1.090, H56 1.090
50 C 1.81947 6.07621 5.36107  C49 1.578, C51 1.578, H57 1.090, H58 1.090
51 C 1.95554 6.01688 3.78996  C50 1.578, C52 1.448, H59 1.090, H60 1.090
52 C 1.22222 4.92796 3.17911  C51 1.448, N53 1.139
53 N 0.54436 4.14471 2.70581  C52 1.139
54 H 0.46714 6.35703 6.98066  C49 1.090
55 H -0.25285 5.55120 5.61012  C49 1.090
56 H -0.21429 7.30086 5.71413  C49 1.090
57 H 2.11824 5.09075 5.71841  C50 1.090
58 H 2.55345 6.77885 5.75564  C50 1.090
59 H 2.96753 5.92034 3.39671  C51 1.090
60 H 1.61800 7.01430 3.50831  C51 1.090
61 C -4.68425 5.99224 -0.19174  C62 1.547, H66 1.090, H67 1.090, H68 1.090
62 C -3.59310 5.15457 -0.89991  C61 1.547, C63 1.577, H69 1.090, H70 1.090
63 C -3.47283 3.62075 -0.55572  C62 1.577, C64 1.488, H71 1.090, H72 1.090
64 C -2.79197 2.78710 -1.58255  C63 1.488, N65 1.132
65 N -2.23056 2.19388 -2.36586  C64 1.132
66 H -4.60937 5.87324 0.88915  C61 1.090
67 H -5.69342 5.63755 -0.40122  C61 1.090
68 H -4.55452 7.03473 -0.48239  C61 1.090
69 H -2.66775 5.67712 -0.65750  C62 1.090
70 H -3.72696 5.20709 -1.98038  C62 1.090
71 H -4.50706 3.27657 -0.55128  C63 1.090
72 H -2.95724 3.44867 0.38909  C63 1.090
73 C -0.70967 -4.54349 2.15724  C74 1.563, H78 1.090, H79 1.090, H80 1.090
74 C -1.56790 -4.88458 0.89586  C73 1.563, C75 1.619, H81 1.090, H82 1.090
75 C -0.72037 -5.89788 -0.04040  C74 1.619, C76 1.510, H83 1.090, H84 1.090
76 C 0.23783 -5.11276 -0.90355  C75 1.510, N77 1.119
77 N 0.94280 -4.55493 -1.57070  C76 1.119
78 H -1.25300 -4.41563 3.09348  C73 1.090
79 H -0.05161 -3.69392 1.97477  C73 1.090
80 H -0.07405 -5.40252 2.37205  C73 1.090
81 H -1.70773 -3.99626 0.27987  C74 1.090
82 H -2.45427 -5.43503 1.21121  C74 1.090
83 H -1.29517 -6.57668 -0.67043  C75 1.090
84 H -0.20994 -6.63652 0.57764  C75 1.090
85 C 2.40917 -4.19342 -4.62260  C86 1.564, H90 1.090, H91 1.090, H92 1.090
86 C 3.29733 -3.34396 -3.65532  C85 1.564, C87 1.541, H93 1.090, H94 1.090
87 C 4.69644 -3.92418 -3.37102  C86 1.541, C88 1.458, H95 1.090, H96 1.090
88 C 5.61701 -3.58763 -4.45071  C87 1.458, N89 1.143
89 N 6.32871 -3.25564 -5.28130  C88 1.143
90 H 1.57231 -3.55336 -4.90204  C85 1.090
91 H 2.16246 -5.20261 -4.29279  C85 1.090
92 H 2.95770 -4.60647 -5.46913  C85 1.090
93 H 2.81224 -3.13347 -2.70218  C86 1.090
94 H 3.34094 -2.29096 -3.93352  C86 1.090
95 H 4.62620 -5.00338 -3.23504  C87 1.090
96 H 4.98179 -3.49969 -2.40848  C87 1.090
97 C -4.52704 -2.92259 -2.24443  C98 1.534, H102 1.090, H103 1.090, H104 1.090
98 C -5.92469 -2.52673 -1.75152  C97 1.534, C99 1.567, H105 1.090, H106 1.090
99 C -6.71059 -1.53718 -2.67868  C98 1.567, C100 1.500, H107 1.090, H108 1.090
100 C -6.11966 -0.16215 -2.77619  C99 1.500, N101 1.110
101 N -5.71970 0.87080 -2.84053  C100 1.110
102 H -4.13104 -3.84445 -1.81844  C97 1.090
103 H -3.85235 -2.15268 -1.87008  C97 1.090
104 H -4.47977 -2.86088 -3.33165  C97 1.090
105 H -5.97560 -2.21305 -0.70888  C98 1.090
106 H -6.47406 -3.46775 -1.72383  C98 1.090
107 H -7.76602 -1.51357 -2.40736  C99 1.090
108 H -6.59327 -2.02092 -3.64839  C99 1.090
109 N 0.92655 -3.70770 7.53729  C110 1.356, C113 1.369, H114 1.010
110 C 0.05373 -2.80916 7.01768  N109 1.356, C111 1.391, H115 1.080
111 C 0.26901 -2.78585 5.64334  C110 1.391, C112 1.394, H116 1.080
112 C 1.29744 -3.67980 5.35115  C111 1.394, C113 1.427, H117 1.080
113 C 1.74853 -4.24311 6.58225  N109 1.369, C112 1.427, H118 1.080
114 H 1.12598 -3.79597 8.52346  N109 1.010
115 H -0.62811 -2.37634 7.73474  C110 1.080
116 H -0.33136 -2.15946 5.00022  C111 1.080
117 H 1.74856 -3.88356 4.39127  C112 1.080
118 H 2.36767 -5.06177 6.91819  C113 1.080
119 N -1.46670 -0.75948 -7.40504  C120 1.376, C123 1.331, H124 1.010
120 C -1.45457 0.20611 -6.42413  N119 1.376, C121 1.406, H125 1.080
121 C -2.32101 -0.24805 -5.41358  C120 1.406, C122 1.392, H126 1.080
122 C -2.95080 -1.39412 -5.89044  C121 1.392, C123 1.376, H127 1.080
123 C -2.30388 -1.73331 -7.05621  N119 1.331, C122 1.376, H128 1.080
124 H -0.86038 -0.70102 -8.21068  N119 1.010
125 H -1.03042 1.18822 -6.57235  C120 1.080
126 H -2.58041 0.39264 -4.58373  C121 1.080
127 H -3.71182 -1.97646 -5.39230  C122 1.080
128 H -2.39094 -2.60548 -7.68719  C123 1.080
129 N -2.27101 3.58185 -4.94152  C130 1.346, C133 1.365, H134 1.010
130 C -2.63594 3.36661 -6.21887  N129 1.346, C131 1.384, H135 1.080
131 C -2.20769 4.40796 -7.02439  C130 1.384, C132 1.360, H136 1.080
132 C -1.59320 5.27627 -6.17665  C131 1.360, C133 1.350, H137 1.080
133 C -1.54383 4.73680 -4.94050  N129 1.365, C132 1.350, H138 1.080
134 H -2.40806 3.01380 -4.11773  N129 1.010
135 H -3.25775 2.53156 -6.50598  C130 1.080
136 H -2.36589 4.47645 -8.09054  C131 1.080
137 H -1.04985 6.19112 -6.36163  C132 1.080
138 H -1.13305 5.04534 -3.99052  C133 1.080
139 N 0.64723 5.41086 -0.12669  C140 1.348, C143 1.414, H144 1.010
140 C 0.63253 6.49489 -0.92831  N139 1.348, C141 1.415, H145 1.080
141 C 1.39849 6.17006 -2.07238  C140 1.415, C142 1.346, H146 1.080
142 C 1.76891 4.87890 -1.97949  C141 1.346, C143 1.350, H147 1.080
143 C 1.34074 4.37949 -0.80091  N139 1.414, C142 1.350, H148 1.080
144 H 0.38105 5.25682 0.83535  N139 1.010
145 H 0.18645 7.45044 -0.69523  C140 1.080
146 H 1.44921 6.82352 -2.93076  C141 1.080
147 H 2.27068 4.35745 -2.78119  C142 1.080
148 H 1.54007 3.43082 -0.32478  C143 1.080
149 N 7.31211 -0.22111 -0.27893  C150 1.347, C153 1.361, H154 1.010
150 C 5.97500 -0.06026 -0.25747  N149 1.347, C151 1.341, H155 1.080
151 C 5.47879 -0.18331 -1.49727  C150 1.341, C152 1.434, H156 1.080
152 C 6.46837 -0.89267 -2.25549  C151 1.434, C153 1.395, H157 1.080
153 C 7.63277 -0.69716 -1.51320  N149 1.361, C152 1.395, H158 1.080
154 H 8.00481 -0.00597 0.42390  N149 1.010
155 H 5.46439 0.05835 0.68678  C150 1.080
156 H 4.43642 -0.04956 -1.74623  C151 1.080
157 H 6.41327 -1.34517 -3.23457  C152 1.080
158 H 8.68891 -0.88023 -1.64526  C153 1.080
159 N 1.81881 -0.10573 -5.13588  C160 1.342, C163 1.357, H164 1.010
160 C 2.96022 -0.32609 -5.80632  N159 1.342, C161 1.360, H165 1.080
161 C 3.94685 0.25929 -5.07613  C160 1.360, C162 1.333, H166 1.080
162 C 3.40689 1.00061 -4.10908  C161 1.333, C163 1.346, H167 1.080
163 C 2.08414 0.74894 -4.11530  N159 1.357, C162 1.346, H168 1.080
164 H 0.86871 -0.34972 -5.37646  N159 1.010
165 H 2.93777 -1.01526 -6.63754  C160 1.080
166 H 4.99280 0.19930 -5.33838  C161 1.080
167 H 3.82994 1.64641 -3.35385  C162 1.080
168 H 1.40174 1.27204 -3.46177  C163 1.080
169 N 0.61352 1.14969 4.96706  C170 1.331, C173 1.374, H174 1.010
170 C 1.27234 0.55682 5.95995  N169 1.331, C171 1.435, H175 1.080
171 C 1.19148 1.38877 7.12656  C170 1.435, C172 1.405, H176 1.080
172 C 0.62456 2.60551 6.71051  C171 1.405, C173 1.405, H177 1.080
173 C 0.16536 2.37245 5.40370  N169 1.374, C172 1.405, H178 1.080
174 H 0.54046 0.72599 4.05315  N169 1.010
175 H 1.70573 -0.43026 5.89475  C170 1.080
176 H 1.69586 1.12195 8.04351  C171 1.080
177 H 0.52317 3.55506 7.21496  C172 1.080
178 H -0.39163 3.06102 4.78562  C173 1.080
179 N -7.26553 1.24150 -0.05663  C180 1.396, C183 1.380, H184 1.010
180 C -8.21730 0.23323 0.10163  N179 1.396, C181 1.443, H185 1.080
181 C -9.48457 0.81035 -0.27544  C180 1.443, C182 1.414, H186 1.080
182 C -9.29417 2.17779 -0.57970  C181 1.414, C183 1.419, H187 1.080
183 C -7.91675 2.42361 -0.34419  N179 1.380, C182 1.419, H188 1.080
184 H -6.35318 1.02599 0.31923  N179 1.010
185 H -7.90032 -0.74678 0.42641  C180 1.080
186 H -10.40008 0.23839 -0.30856  C181 1.080
187 H -10.10489 2.81793 -0.89490  C182 1.080
188 H -7.33018 3.32018 -0.48023  C183 1.080

Results of the Mulliken charge analysis, in e, for atoms 1 through 99: -0.95 -0.57 1.01 -0.24 -0.39 0.04 0.33 0.38 0.29 0.40 -0.53 0.31 -0.66 -0.11 0.67 0.24 -0.91 0.24 0.11 0.09 0.39 0.19 0.23 -1.02 -1.04 -0.21 0.47 0.02 -0.47 0.37 0.37 0.13 0.35 -0.01 0.36 -0.28 -0.85 -0.55 0.13 0.14 -0.50 0.40 0.28 0.08 0.32 0.32 0.44 -0.22 -1.13 0.13 -0.69 0.33 -0.50 0.33 0.21 0.35 -0.30 0.43 0.49 0.43 -1.37 -0.21 0.81 -0.08 -0.39 0.33 0.32 0.40 0.06 0.33 -0.42 0.18 -0.90 0.15 -0.94 0.25 -0.26 0.45 0.02 0.30 -0.26 0.39 0.51 0.43 -1.45 1.95 0.11 -0.09 -0.55 0.40 0.29 0.44 -0.50 -0.79 -0.19 0.34 -0.51 -0.54 -0.53